Record 1
A cluster of 2 separate species, C4H2ClN5 in total at a distorted geometry. Source: the Open Molecules 2025 dataset; level of theory: ωB97M-V/def2-TZVPD.

Summary:
energy above the lowest of the compared OMol25 structures with the same formula, charge and spin	0.0	kcal/mol
Kohn-Sham gap (spin up / spin down)	7.8 / 7.2	eV
electronic energy	-887.35702	Ha
molar mass	155.5	g/mol
highest occupied orbital energy (spin up / spin down)	-9.743 / -9.484	eV

Each line ends with the Löwdin charge.
CARTESIAN COORDINATES (ANGSTROEM)
C -1.653 0.432 -2.832  -0.545
C -0.407 -0.135 -0.187  0.004
C -0.022 -0.143 1.164  -0.075
C -1.742 -0.391 -0.299  -0.033
N -0.563 0.619 -3.184  0.139
N -0.910 -0.384 2.108  0.026
N -2.576 -0.632 0.633  0.082
N -2.124 -0.632 1.873  0.004
N -2.761 -0.026 -2.363  -0.422
Cl -4.119 0.946 -2.085  0.607
H 0.254 0.077 -1.012  0.092
H 0.993 0.056 1.474  0.120

---

Record 2
The ion C8H13N4 with charge +1 at a distorted geometry. Source: the Open Molecules 2025 dataset; level of theory: ωB97M-V/def2-TZVPD.

Summary:
charge	+1
energy above the lowest of the compared OMol25 structures with the same formula, charge and spin	96.9	kcal/mol
Kohn-Sham gap (spin up / spin down)	7.8 / 8.0	eV
electronic energy	-531.29062	Ha
molar mass	165.2	g/mol
highest occupied orbital energy (spin up / spin down)	-12.964 / -12.528	eV

Each line ends with the Löwdin charge.
CARTESIAN COORDINATES (ANGSTROEM)
C -1.000 -0.174 -0.489  -0.257
C -0.285 1.030 -0.270  -0.040
C 1.027 -0.572 0.320  -0.215
C -2.862 0.955 -1.229  -0.193
C -2.537 2.039 -0.173  -0.269
C 2.313 -1.100 0.676  0.040
C -0.351 -2.610 -0.272  0.045
C 1.918 1.642 0.782  0.031
N -2.213 -0.278 -0.888  0.150
N -1.199 2.281 0.207  0.159
N -0.082 -1.176 -0.101  0.026
N 0.907 0.743 0.293  -0.040
H -3.966 0.871 -1.366  0.135
H -2.480 1.185 -2.169  0.100
H -3.013 3.047 -0.658  0.175
H -3.137 2.059 0.843  0.165
H 3.121 -0.804 0.048  0.109
H 2.560 -2.142 0.668  0.108
H 2.662 -0.622 1.540  0.089
H -0.225 -2.772 -1.367  0.125
H 0.236 -3.138 0.427  0.081
H -1.440 -2.761 -0.041  0.119
H 1.809 2.571 0.189  0.122
H 2.951 1.229 0.670  0.114
H 1.551 1.862 1.781  0.120

---

Record 3
A structure of composition C2H6BCa2F6KO at a distorted geometry. Source: the Open Molecules 2025 dataset; level of theory: ωB97M-V/def2-TZVPD.

Summary:
charge	+3
⟨S²⟩	0.75
Kohn-Sham gap (spin up / spin down)	9.2 / 4.1	eV
electronic energy	-2733.55950	Ha
molar mass	290.1	g/mol
highest occupied orbital energy (spin up / spin down)	-20.410 / -20.409	eV
multiplicity	2

Each line ends with the Löwdin charge.
CARTESIAN COORDINATES (ANGSTROEM)
K 2.117 2.032 -4.250  0.977
Ca 3.085 -0.502 -0.491  1.730
Ca 1.209 2.674 0.173  1.703
B 0.222 -1.972 -1.538  -1.378
F 0.808 -2.449 -2.689  0.170
F -0.086 -0.658 -1.782  0.135
F -0.756 -2.822 -1.096  0.195
F 1.153 -1.938 -0.510  0.035
F 2.356 1.015 1.224  -0.696
F 1.935 1.345 -1.526  -0.751
C -1.329 -0.131 2.115  0.106
C -1.613 0.972 1.098  -0.158
O -0.574 1.110 0.290  0.007
H -0.408 0.131 2.636  0.139
H -1.161 -1.061 1.571  0.124
H -2.184 -0.342 2.758  0.149
H -1.990 1.882 1.565  0.175
H -2.395 0.470 0.528  0.235
H -0.389 0.242 -0.075  0.103